{
  "formula": "C51H65BI2N11O",
  "method": "wB97M-V/def2-TZVPD",
  "e_tot_ev": -89244.0554,
  "homo_lumo_gap_ev": 3.5,
  "max_force_ev_per_a": 5.2,
  "charge": 1,
  "species": ["I", "I", "O", "N", "N", "N", "N", "N", "N", "N", "N", "N", "N", "N", "C", "C", "C", "C", "C", "C", "C", "C", "C", "C", "C", "C", "C", "C", "C", "C", "C", "C", "C", "C", "C", "C", "C", "C", "C", "C", "C", "C", "C", "C", "C", "C", "C", "C", "C", "C", "C", "C", "C", "C", "C", "C", "C", "C", "C", "C", "C", "C", "C", "C", "C", "B", "H", "H", "H", "H", "H", "H", "H", "H", "H", "H", "H", "H", "H", "H", "H", "H", "H", "H", "H", "H", "H", "H", "H", "H", "H", "H", "H", "H", "H", "H", "H", "H", "H", "H", "H", "H", "H", "H", "H", "H", "H", "H", "H", "H", "H", "H", "H", "H", "H", "H", "H", "H", "H", "H", "H", "H", "H", "H", "H", "H", "H", "H", "H", "H", "H"],
  "xyz": [[-7.15284, -7.07872, -1.39346], [-4.03182, -5.91383, -2.50252], [0.68714, -1.61240, -0.21315], [-7.32436, -2.27153, -2.34811], [9.13170, 5.63981, -2.51740], [5.47249, 1.43972, -1.17583], [-6.59924, 4.06216, -2.45546], [-5.53742, -6.11816, 4.12187], [9.94936, 10.82467, -1.58748], [6.06690, -4.90118, -1.77816], [-1.32092, -0.25376, 5.48785], [-4.70584, -2.56645, 0.53179], [7.55018, -3.21865, 1.16082], [-10.43963, 2.35185, -1.85786], [-11.01581, 4.35862, -1.10757], [-1.92064, 0.06749, 6.67653], [-11.96820, 3.94563, -2.07262], [10.99924, 5.80624, -1.33091], [8.11345, -4.35920, 1.66814], [6.28722, -3.97094, -2.75850], [-2.49079, -2.03307, 6.11320], [8.16996, -2.12532, 1.70391], [-7.43921, -0.06646, -2.56759], [9.09823, -3.98907, 2.55126], [-5.43582, 3.94256, -1.74199], [-6.98744, -4.70907, 0.88945], [-1.64534, -2.67131, 0.35861], [7.02479, 2.30090, -2.50660], [9.13383, -2.57307, 2.57434], [9.73687, 5.26496, -1.34729], [11.50232, 11.68633, -2.91729], [11.45463, 10.28506, -3.12506], [4.94093, -4.56378, -1.07550], [-6.85156, -6.82691, 5.76365], [6.97827, 0.89995, -2.71337], [-1.66788, -1.53152, 5.13443], [-2.57450, -3.80262, -0.20888], [-10.08332, 3.35645, -0.99831], [-6.41411, 5.90104, -1.22841], [-6.10738, -5.76240, 5.31687], [0.79599, -4.81113, 1.79297], [-6.73089, -7.86013, 4.80100], [-8.22193, -0.66382, -3.58603], [-11.58497, 2.70509, -2.52104], [-5.29627, 5.06916, -0.96843], [-3.91696, -1.47887, 1.10980], [-5.91733, -7.39111, 3.80006], [-6.22032, -5.39699, -0.34423], [9.99089, 6.42142, -3.24372], [-2.65121, -1.01938, 7.09000], [6.08223, 2.60597, -1.55508], [6.00954, 0.39524, -1.88121], [5.29552, -3.02422, -2.67535], [-7.19854, 5.25506, -2.15226], [11.15991, 6.53963, -2.53264], [-1.56835, -0.24846, 1.67403], [0.82098, -4.18751, 0.29789], [-4.94913, -4.90904, -0.76737], [-8.12931, -2.02523, -3.42789], [-2.37642, -1.47563, 1.05657], [-4.14380, -3.72007, -0.10886], [10.56004, 11.99107, -1.96582], [10.48531, 9.78031, -2.29299], [-6.89519, -1.08204, -1.82095], [4.44202, -3.39951, -1.60824], [-0.03792, -2.82320, 0.16238], [-12.83688, 4.49552, -2.40336], [-1.77499, 1.03859, 7.12482], [-4.43509, -0.57967, 1.59439], [0.40771, -4.92051, -0.50100], [7.67520, 3.00791, -3.00030], [10.27307, 12.93396, -1.52538], [8.20009, 5.38174, -2.79948], [-4.47975, 5.27268, -0.29113], [-7.94779, -5.32922, 1.06026], [-1.29883, -1.97273, 4.22040], [-7.08423, -3.18617, -1.99646], [10.13292, 8.77233, -2.14189], [9.72418, -4.66305, 3.11742], [-4.93410, -5.53345, 3.56737], [9.21943, 10.74714, -0.89842], [1.91922, -3.98335, -0.03774], [7.58604, 0.32458, -3.39610], [12.15301, 12.39355, -3.41022], [7.12909, -4.06181, -3.42790], [7.87154, -1.12566, 1.42599], [-2.03160, -4.68651, -0.69921], [-9.93652, 1.48758, -1.98302], [-6.37517, -4.64970, 1.85914], [9.21892, 4.64585, -0.63034], [9.69730, 6.82381, -4.20157], [-2.92966, -3.02002, 6.12436], [-6.24276, -1.06045, -0.96224], [-11.01271, 5.28658, -0.55485], [-5.57434, -7.85396, 2.88676], [12.03397, 7.09318, -2.84266], [-8.56680, -2.83755, -3.98810], [-6.95777, 3.37946, -3.10320], [6.64330, -5.70863, -1.60188], [-0.50759, -0.49052, 2.01065], [3.55971, -2.87645, -1.26800], [-8.78932, -0.15454, -4.35111], [5.79458, 3.54910, -1.11520], [-7.42080, -6.85819, 6.68084], [5.65796, -0.61362, -1.72925], [-1.49165, 0.54622, 0.84343], [1.86398, -5.04630, 2.12478], [0.30754, -4.01652, 2.47203], [-7.36853, -3.67217, 0.54267], [0.12983, -5.73952, 1.76183], [-0.71950, 0.35475, 4.95668], [-7.18968, -8.83713, 4.83629], [-2.17622, 0.20482, 2.54031], [-3.23687, -1.07826, 7.99538], [-9.19956, 3.27068, -0.38384], [4.59388, -5.17855, -0.25829], [4.74282, 1.36221, -0.48678], [11.72612, 5.68838, -0.54087], [-4.81049, 3.06830, -1.84546], [7.76503, -5.33320, 1.35876], [-8.12987, 5.53956, -2.61797], [-12.02762, 2.04457, -3.25123], [6.79667, -3.18889, 0.49076], [5.19515, -2.15798, -3.31255], [-7.28955, 0.99043, -2.39956], [-5.93330, -4.78649, 5.74461], [-5.72587, -2.45095, 0.59599], [0.94717, -1.11654, 0.59286], [-6.62093, 6.86575, -0.78933], [9.79239, -1.95023, 3.16149], [12.06197, 9.70961, -3.80840]],
  "forces_ev_per_angstrom": [[0.4, 1.5, 1.2], [-0.2, 1.1, 1.3], [-1.3, -1.5, 1.6], [0.0, 0.0, 0.0], [0.0, 0.1, 0.1], [0.0, 0.0, -0.1], [0.0, 0.0, 0.0], [0.0, 0.2, 0.0], [0.1, 0.1, -0.1], [-0.1, 0.1, 0.0], [-0.1, 0.0, -0.1], [3.2, 0.2, 0.1], [0.0, 0.0, 0.0], [0.1, 0.0, -0.1], [0.2, 0.0, 0.1], [0.0, 0.0, 0.1], [-0.1, -0.2, -0.2], [-0.1, -0.1, 0.2], [0.0, 0.0, 0.0], [0.0, 0.0, 0.0], [0.0, -0.1, -0.3], [0.0, 0.0, 0.0], [0.1, 0.1, 0.2], [-0.1, -0.2, -0.1], [0.1, -0.1, 0.1], [-1.0, -0.7, -1.0], [-5.2, -0.7, 0.2], [-0.1, 0.2, 0.1], [-0.1, 0.2, -0.1], [0.0, -0.1, 0.1], [-0.1, 0.2, 0.1], [-0.1, -0.2, 0.1], [0.0, -0.1, 0.2], [0.1, 0.3, 0.0], [-0.1, -0.3, 0.0], [0.0, -0.1, -0.1], [-0.7, 3.2, 1.8], [0.1, 0.0, 0.1], [-0.2, 0.0, -0.1], [-0.1, 0.1, 0.2], [-0.6, 0.5, -0.7], [0.1, -0.1, -0.2], [-0.1, -0.2, -0.1], [-0.1, 0.0, 0.0], [0.1, -0.2, 0.0], [3.2, -1.5, -1.0], [0.0, -0.3, -0.2], [2.3, 1.6, 0.1], [0.1, -0.1, -0.1], [0.0, 0.3, 0.1], [0.0, 0.1, 0.0], [0.0, -0.1, 0.0], [0.2, 0.0, -0.2], [-0.1, 0.1, 0.0], [-0.1, -0.1, -0.3], [-1.1, 0.2, -0.6], [0.4, -0.1, -0.9], [-2.0, -0.2, 0.8], [-0.1, 0.0, 0.0], [-1.7, -2.1, -1.1], [3.0, 0.2, -0.2], [0.0, 0.1, 0.0], [-0.1, 0.0, 0.1], [0.0, 0.0, 0.1], [-0.1, -0.1, 0.2], [1.8, 1.1, -0.5], [0.1, -0.1, 0.0], [0.0, -0.1, 0.0], [0.4, -1.8, -0.9], [0.7, 0.8, 1.4], [0.0, -0.1, 0.0], [0.1, -0.1, -0.1], [0.2, 0.1, 0.1], [-0.1, 0.0, -0.1], [1.7, 1.1, 0.0], [0.0, 0.0, 0.1], [0.0, 0.1, -0.2], [0.1, 0.1, 0.0], [-0.1, 0.1, -0.1], [0.0, -0.2, 0.2], [0.1, 0.0, -0.1], [-2.0, -0.2, 0.6], [-0.1, 0.1, 0.1], [-0.1, -0.1, 0.1], [-0.1, 0.0, 0.1], [0.1, -0.1, 0.0], [-1.4, 1.4, 0.8], [-0.1, 0.1, 0.0], [-0.9, -0.1, -1.6], [0.1, 0.0, -0.1], [0.1, 0.0, 0.1], [0.1, 0.1, 0.0], [0.0, 0.1, -0.1], [0.0, -0.1, 0.0], [0.0, 0.0, 0.1], [-0.1, 0.0, 0.0], [0.0, 0.1, 0.0], [0.1, 0.2, 0.1], [-0.1, 0.1, -0.1], [-1.6, 0.0, -0.4], [0.1, 0.0, -0.1], [0.1, -0.1, 0.1], [0.1, -0.1, 0.0], [0.1, 0.0, -0.1], [0.1, 0.1, 0.0], [0.0, -1.2, 1.3], [-1.7, 0.3, -0.3], [0.9, -1.5, -0.6], [0.6, -1.5, 0.6], [1.1, 1.3, 0.4], [-0.1, -0.1, 0.2], [0.1, 0.1, 0.0], [1.1, -0.8, -1.3], [0.1, 0.0, -0.1], [-0.1, 0.1, 0.0], [0.0, 0.1, -0.1], [0.2, 0.0, -0.1], [-0.1, 0.0, -0.1], [0.0, 0.1, 0.0], [0.1, 0.1, 0.1], [0.1, 0.0, 0.1], [0.0, 0.1, 0.1], [0.1, 0.0, 0.0], [0.0, -0.1, 0.0], [0.0, -0.1, 0.0], [0.0, -0.1, 0.0], [0.7, -0.3, -0.1], [-0.1, -0.2, -0.9], [0.0, -0.1, -0.1], [-0.1, -0.1, -0.1], [-0.1, 0.0, 0.1]],
  "mulliken_charge": [0.1802, 0.1598, -0.4314, 0.2322, 0.0552, 0.0189, 0.0379, 0.0287, -0.0047, 0.1255, 0.0363, 0.2115, 0.1342, 0.0607, -0.5201, -0.5259, -0.4497, -0.5101, -0.2617, -0.6298, -0.5849, -0.4930, -0.1382, -0.5970, -0.4986, -1.0341, 0.4112, -0.1470, -0.4585, -0.4164, -0.6563, -0.1621, -1.0843, -0.4468, -0.7701, -0.3992, -0.4716, -0.3950, -0.4025, -0.4691, -0.6328, -0.5091, -0.6934, -0.4718, -0.4775, -0.6423, -0.4421, -0.0702, -0.4950, -0.5089, -0.4800, -0.2182, -0.9508, -0.5666, -0.4464, -1.5763, 0.2701, -0.7169, -0.5272, 0.5385, 0.9881, -0.4735, -0.1963, -0.7428, 0.3204, 0.3040, 0.4008, 0.3859, 0.4181, 0.2988, 0.3466, 0.3746, 0.1960, 0.4004, 0.3937, 0.4518, 0.1845, 0.1387, 0.3839, 0.2216, 0.1896, -0.4253, 0.4028, 0.3820, 0.4086, 0.3780, 0.1187, 0.2207, 0.2660, 0.3771, 0.3964, 0.5107, 0.2265, 0.4062, 0.4196, 0.4637, 0.4148, 0.2445, 0.2081, 0.2100, 0.5683, 0.4447, 0.3869, 0.3977, 0.2897, 0.3762, 0.3256, 0.0299, 0.2940, 0.2610, 0.2267, 0.4114, 0.4206, 0.4044, 0.3882, 0.4050, 0.1652, 0.3988, 0.4291, 0.3303, 0.4139, 0.3744, 0.2050, 0.6165, 0.6229, 0.3937, 0.1879, 0.3005, 0.4266, 0.3840, 0.3897]
}